#one
# C5H8O2S

C5H8O2S in the gas phase (ωB97M-V with the def2-TZVPD basis set, the Open Molecules 2025 dataset).

```
16
C5H8O2S (ωB97M-V with the def2-TZVPD basis set)
S -0.1908 -1.6738 -0.3583
O 2.3486 -0.4282 0.0040
O -3.1463 -0.3352 0.4256
C 1.4286 -1.3858 0.3086
C -2.0319 0.4055 -0.2490
C -0.6869 -0.0432 -0.0609
C 1.9369 0.8716 -0.0203
C 0.3853 1.0078 -0.2628
H 2.5225 1.4720 -0.5894
H -0.0262 2.0156 -0.2890
H 2.0034 1.3773 1.0126
H 1.2251 -1.4112 1.4595
H 1.7686 -2.4505 -0.2216
H -2.2132 1.5362 0.0107
H -2.9251 -1.2516 0.1770
H -2.3986 0.2935 -1.3467
```

The spin multiplicity is 1. Its LUMO energy is 0.199 eV. The SMILES is OCC1=CCOCS1.

=====

#two
# C5H8O2S

C5H8O2S in the gas phase (ωB97M-V with the def2-TZVPD basis set, the Open Molecules 2025 dataset).

```
16
C5H8O2S (ωB97M-V with the def2-TZVPD basis set)
S 1.6076 -1.1906 0.4582
O -1.4085 -0.3994 -0.2036
O -0.1235 2.0363 -0.4216
C 0.8093 1.0668 -0.1100
C -0.8439 -0.3356 1.1444
C 0.5528 0.1809 1.1632
C 0.8023 -0.3487 -0.9522
C -0.5128 -0.9132 -1.2089
H -0.8725 -0.5482 -2.1484
H -1.0850 1.6834 -0.4115
H 1.7043 1.5864 -0.0083
H -1.4057 0.3610 1.7510
H -0.9992 -1.3324 1.5934
H 1.4266 -0.3878 -1.8036
H 0.8904 0.5107 2.1888
H -0.5422 -1.9696 -1.0310
```

The spin multiplicity is 1. Its LUMO energy is 0.775 eV. The SMILES is O[C@@H]1[C@@H]2COC[C@H]1S2.

=====

Pick #two: it beats the second-best structure by 55.0 kcal/mol.